(1)
Formula: C5H9IN
Source: the OMol25 dataset
Level of theory: the ωB97M-V functional and the def2-TZVPD basis

XYZ file:
```
16
Properties=species:S:1:pos:R:3
C -0.77931 1.55591 -0.88159
N -0.07173 0.80144 -0.07195
C 1.05122 1.27218 0.75423
C -0.09524 -0.56379 -0.03383
C 0.97015 -1.59492 0.10665
C -1.71917 -1.28740 -0.38557
I -3.45847 -0.39198 0.11927
H -0.70113 2.61190 -0.63515
H -1.31443 1.13768 -1.70234
H 0.77136 2.29867 0.99984
H 1.89639 1.14448 -0.01092
H 1.10541 0.73110 1.79643
H 1.72670 -1.03980 0.67003
H 1.64586 -1.87693 -0.75040
H 0.72633 -2.45935 0.66195
H -1.75393 -2.33919 -0.63664
```

Relative energy (zero: lowest compared OMol25 entry of this formula, charge and spin) ... 4.545 eV
Charge ... +1
HOMO (spin up / spin down) ... -0.468 / -0.453 hartree
Molar mass ... 210.04 g mol⁻¹
LUMO level (spin up / spin down) ... -5.1375 / -5.5240 eV
SMILES ... C=[N+](C)/C(C)=C\I
E ... -14909.7260 eV
Max |F| ... 8.9 eV/A
Frontier orbital gap (spin up / spin down) ... 7.60 / 6.80 eV

(2)
Formula: C5H9IN
Source: the OMol25 dataset
Level of theory: the ωB97M-V functional and the def2-TZVPD basis

XYZ file:
```
16
Properties=species:S:1:pos:R:3
C 1.43894 2.14698 -0.49049
C 2.30011 1.35517 -0.26203
C -0.26536 -0.12969 1.14197
C 0.73279 -1.70712 -0.44362
C 0.07098 -0.63292 -0.17554
N -0.60819 0.23154 -1.17819
I 3.80028 -0.00625 0.23025
H 0.84118 3.08511 -0.79359
H 0.17853 0.87486 1.25799
H 0.16437 -0.77133 1.97369
H -1.35540 0.11214 1.37243
H 0.91401 -2.25091 0.49429
H 0.86828 -2.37726 -1.31130
H -1.30028 0.57256 -0.57673
H -0.80430 0.02873 -2.11872
H 0.12506 1.10946 -1.22139
```

Relative energy (zero: lowest compared OMol25 entry of this formula, charge and spin) ... 3.519 eV
Charge ... +1
HOMO ... -0.492 hartree
Molar mass ... 210.04 g mol⁻¹
LUMO level ... -3.3922 eV
E ... -14910.7520 eV
Max |F| ... 5.3 eV/A
Frontier orbital gap ... 9.99 eV

(3)
Formula: C5H9IS
Source: the OMol25 dataset
Level of theory: the ωB97M-V functional and the def2-TZVPD basis

XYZ file:
```
16
Properties=species:S:1:pos:R:3
C -1.20348 0.21631 -0.90793
C -1.16840 -0.09670 0.55984
C 0.38871 0.24305 -1.30051
C 0.20422 0.20422 1.13271
C 1.03596 -0.30487 0.04839
S 1.25016 -2.15466 -0.07950
I 3.16564 0.39604 0.00283
H -1.75210 -0.57659 -1.49746
H -1.57445 1.23832 -1.07511
H -1.99908 0.50796 0.95873
H -1.30351 -1.26302 0.56977
H 0.62476 -0.49898 -2.14512
H 0.76455 1.31600 -1.65724
H 0.31060 1.30958 1.17231
H 0.45298 -0.24385 2.14557
H 0.82982 -2.44743 1.14769
```

Relative energy (zero: lowest compared OMol25 entry of this formula, charge and spin) ... 0.333 eV
Charge ... 0
HOMO ... -0.319 hartree
Molar mass ... 228.10 g mol⁻¹
LUMO level ... 0.3410 eV
E ... -24265.8291 eV
Max |F| ... 3.9 eV/A
Frontier orbital gap ... 9.02 eV

(4)
Formula: C5H9LuO3
Source: the OMol25 dataset
Level of theory: the ωB97M-V functional and the def2-TZVPD basis

XYZ file:
```
18
Properties=species:S:1:pos:R:3
H -3.05629 -4.72131 -0.25173
O -1.70626 -2.02113 -0.61754
C -2.74244 -2.66894 -0.48315
H -3.57384 -2.23786 0.10422
H -3.90964 -3.99169 -1.60300
C -2.94243 -3.99848 -1.07550
H -2.12415 -4.28187 -1.74363
C 0.11011 2.16684 0.06117
O -0.80691 2.87539 0.44838
Lu -0.90783 0.03688 0.02798
O 1.00747 1.76167 1.05626
C 2.38715 2.08289 1.22760
C 3.11023 2.66161 0.03243
H 2.83667 1.12863 1.52945
H 2.39482 2.79535 2.06277
H 3.00780 2.00020 -0.83844
H 4.18108 2.74516 0.26326
H 2.73447 3.66663 -0.20054
```

Relative energy (zero: lowest compared OMol25 entry of this formula, charge and spin) ... 1.590 eV
Charge ... +2
HOMO ... -0.612 hartree
Molar mass ... 292.09 g mol⁻¹
LUMO level ... -10.9541 eV
E ... -45072.4538 eV
Max |F| ... 2.7 eV/A
Frontier orbital gap ... 5.70 eV

(5)
Formula: C5H9N
Source: the OMol25 dataset
Level of theory: the ωB97M-V functional and the def2-TZVPD basis

XYZ file:
```
15
Properties=species:S:1:pos:R:3
C 1.00151 1.56343 -0.21226
C 0.65804 0.29665 0.01741
C 1.55905 -0.91803 -0.05965
C -0.67895 -0.00193 0.47138
C -1.71136 -0.63865 -0.43744
N -1.85570 0.85183 -0.08906
H 2.10380 1.80829 -0.42021
H 0.34888 2.43693 -0.16589
H 2.62707 -0.65580 -0.34828
H 1.72453 -1.20218 0.98196
H 1.16142 -1.74020 -0.61146
H -0.64339 -0.29535 1.61094
H -2.30987 -1.44376 0.13232
H -1.43899 -0.90606 -1.54782
H -2.54603 0.84485 0.67806
```

Relative energy (zero: lowest compared OMol25 entry of this formula, charge and spin) ... 2.525 eV
Charge ... 0
HOMO ... -0.337 hartree
Molar mass ... 83.13 g mol⁻¹
LUMO level ... 0.9865 eV
SMILES ... C=C(C)[C@@H]1CN1
E ... -6818.4696 eV
Max |F| ... 3.2 eV/A
Frontier orbital gap ... 10.15 eV

(6)
Formula: C5H9N
Source: the OMol25 dataset
Level of theory: the ωB97M-V functional and the def2-TZVPD basis

XYZ file:
```
15
Properties=species:S:1:pos:R:3
C 1.39395 0.03881 0.00095
C 0.39458 1.20183 -0.07803
C -0.91776 0.61556 -0.59906
C -1.65399 -0.16473 0.41559
N -0.80634 -0.83493 -0.65148
C 0.52515 -1.30677 -0.10382
H 2.21234 0.08679 -0.81098
H 1.90380 -0.12398 1.07862
H 0.84397 2.05154 -0.52823
H 0.11623 1.66901 0.86863
H -1.55644 1.00504 -1.40840
H -2.76171 -0.43921 0.48534
H -1.17387 0.15113 1.40037
H 0.36510 -1.93701 0.83901
H 1.11500 -2.01307 -0.90849
```

Relative energy (zero: lowest compared OMol25 entry of this formula, charge and spin) ... 2.585 eV
Charge ... 0
HOMO ... -0.332 hartree
Molar mass ... 83.13 g mol⁻¹
LUMO level ... 1.1565 eV
SMILES ... C1C[C@@H]2CN2C1
E ... -6818.4101 eV
Max |F| ... 3.3 eV/A
Frontier orbital gap ... 10.19 eV